Below is a structure of composition C34H27BClFeN10OSe in a non-equilibrium geometry, with properties calculated with the ωB97M-V functional and the def2-TZVPD basis.

Summary:
charge: 0
HOMO-LUMO gap (spin up / spin down): 0.233 / 0.223 Ha
expectation value of S²: 1.07
E_LUMO (spin up / spin down): -1.04 / -1.27 eV
multiplicity: 2

Atoms and positions in Å:
Fe  -0.28559  0.39475  -0.11217
Cl  -0.52522  0.82261  7.01458
C  -0.50997  1.12644  5.30065
C  -1.66963  1.59216  4.67209
C  -1.67778  1.80347  3.31488
C  -0.53829  1.54870  2.52062
O  -0.56544  1.79869  1.24005
C  0.61251  1.05957  3.17406
C  1.75809  0.64880  2.42249
N  1.73235  0.41432  1.16665
C  2.85815  -0.04815  0.48028
C  3.98378  -0.61153  1.02727
C  5.05212  -1.03533  0.21314
C  5.01217  -0.86680  -1.14085
C  3.87779  -0.27009  -1.73746
C  3.78940  0.00468  -3.12082
C  2.67162  0.61085  -3.61184
C  1.60399  0.87987  -2.73241
N  1.64498  0.62415  -1.44851
C  2.78370  0.09626  -0.92741
C  0.61913  0.88614  4.56734
H  -2.55383  1.78250  5.26622
H  -2.56429  2.15792  2.80556
H  2.67781  0.49566  2.99626
H  4.06429  -0.74925  2.09760
H  5.91848  -1.48785  0.67736
H  5.84228  -1.17288  -1.76480
H  4.61889  -0.26364  -3.76387
H  2.58097  0.87215  -4.65686
H  0.68147  1.31284  -3.10138
H  1.51643  0.52657  5.05887
C  -0.67960  -2.92894  2.95730
C  -0.00470  -1.87682  2.33887
N  -0.65109  -1.46758  1.25193
N  -1.73800  -2.26406  1.14355
C  -1.78070  -3.14316  2.16184
B  -2.64068  -2.10177  -0.08359
N  -3.27224  -0.70593  -0.02556
C  -4.55648  -0.35870  0.17691
C  -4.62304  1.01659  0.24505
C  -3.30059  1.43954  0.07493
N  -2.50290  0.39399  -0.08969
N  -1.71946  -2.20250  -1.32186
C  -1.69133  -3.17547  -2.25210
C  -0.63213  -2.93689  -3.09708
C  -0.04640  -1.77334  -2.59316
N  -0.71113  -1.33701  -1.52808
N  -3.75522  -3.13586  -0.21801
C  -4.64588  -3.12499  -1.24649
C  -5.53278  -4.15010  -1.05219
C  -5.10060  -4.75183  0.14696
N  -4.04058  -4.13994  0.63982
H  -0.39904  -3.45606  3.85212
H  0.92025  -1.42636  2.62856
H  -2.57770  -3.86096  2.23049
H  -5.33502  -1.09733  0.25984
H  -5.49784  1.62722  0.38352
H  -2.89315  2.43699  0.06623
H  -2.41045  -3.97568  -2.25546
H  -0.33200  -3.51021  -3.95629
H  0.82200  -1.25240  -2.95045
H  -4.57805  -2.38730  -2.03024
H  -6.36638  -4.42781  -1.67362
H  -5.52057  -5.60041  0.66338
Se  -0.56532  2.87311  -1.22790
C  -1.51526  3.26681  -2.84322
C  -2.85815  2.91585  -2.99398
C  -3.56123  3.31272  -4.12200
C  -2.92812  4.04306  -5.11988
C  -1.58762  4.37500  -4.98436
C  -0.88262  3.99400  -3.85036
H  -3.34838  2.34199  -2.22037
H  -4.61118  3.06480  -4.21962
H  -3.47926  4.35819  -5.99668
H  -1.09421  4.94562  -5.76174
H  0.15906  4.26644  -3.73493

Atoms 1-2, force components in eV/Å:
Fe -1.9 0.7 0.2
Cl 0.0 0.0 0.0

These are the Mulliken partial charges, in e, on atoms 1 to 6: number 1, Fe, carries 1.583; number 2, Cl, carries -0.248; number 3, C, carries 0.135; number 4, C, carries -0.798; number 5, C, carries -0.415; number 6, C, carries -0.149

***

Below is a structure of composition C34H27ClCsN2O7PS2 in a non-equilibrium geometry, with properties calculated with the ωB97M-V functional and the def2-TZVPD basis.

Summary:
charge: -2
HOMO-LUMO gap: 0.218 Ha
E_LUMO: 3.86 eV

Atoms and positions in Å:
Cs  -0.70287  0.38196  -1.63377
C  -6.00132  4.38719  4.19711
C  -5.45583  3.36477  3.23605
C  -5.97392  2.07179  3.19215
C  -5.46273  1.13216  2.31028
C  -4.43156  1.46962  1.44470
C  -3.89761  2.74725  1.48735
C  -4.41153  3.68262  2.37522
S  -3.73996  0.19575  0.36920
O  -4.88516  -0.48438  -0.20048
O  -2.95560  0.98474  -0.59657
N  -2.88275  -0.74564  1.24621
C  -1.86279  -0.13611  2.10317
C  -0.71750  0.69918  1.46137
O  -0.67512  1.92647  1.65623
O  0.07613  0.04217  0.71541
H  -6.79206  3.96023  4.81641
H  -6.41960  5.25149  3.67475
H  -5.22140  4.76149  4.86489
H  -6.78380  1.79933  3.86222
H  -5.86147  0.12522  2.28041
H  -3.05546  2.98597  0.85183
H  -3.97295  4.67537  2.40582
H  -1.37444  -0.96808  2.62256
H  -2.34368  0.50385  2.85944
Cl  1.94884  -2.66577  -2.30467
C  3.22581  -3.51876  -1.48603
C  4.06445  -4.32372  -2.24731
C  5.08070  -5.03052  -1.63035
C  5.26351  -4.92504  -0.25777
C  4.43996  -4.09891  0.48562
C  3.40489  -3.37005  -0.10458
P  2.28544  -2.21263  0.80162
C  3.24899  -0.66712  0.57716
C  4.29051  -0.50708  -0.33355
C  4.91246  0.72669  -0.48951
C  4.49712  1.81180  0.26667
C  3.45463  1.66539  1.17422
C  2.83013  0.43847  1.32195
C  2.74792  -2.63038  2.53813
C  1.91051  -3.50838  3.22186
C  2.18825  -3.88662  4.52805
C  3.30214  -3.37622  5.17770
C  4.13669  -2.48563  4.51475
C  3.86179  -2.11723  3.20625
H  3.89845  -4.39018  -3.31416
H  5.72739  -5.66383  -2.22530
H  6.05734  -5.47525  0.23295
H  4.60449  -4.00667  1.55151
H  4.62405  -1.34267  -0.93541
H  5.70797  0.83559  -1.21701
H  4.96500  2.77981  0.12724
H  3.08119  2.51530  1.73040
H  1.98490  0.35474  1.98454
H  1.02181  -3.88670  2.72948
H  1.52029  -4.56646  5.04290
H  3.51270  -3.65928  6.20235
H  5.00224  -2.07212  5.01908
H  4.51001  -1.41561  2.69588
O  0.57480  2.88866  -4.13705
S  0.28184  1.88278  -5.13897
O  1.18593  1.81786  -6.26652
N  -0.00397  0.45074  -4.48786
C  -1.31262  0.09134  -4.55952
O  -1.80938  -0.91989  -4.08018
C  -2.15129  1.13163  -5.28303
C  -3.51441  1.12073  -5.52290
C  -4.05648  2.17934  -6.23915
C  -3.25155  3.21938  -6.69940
C  -1.88634  3.23213  -6.44219
C  -1.36709  2.16949  -5.72774
H  -4.11880  0.31034  -5.13603
H  -5.12165  2.20730  -6.43556
H  -3.70251  4.03464  -7.25314
H  -1.25413  4.04416  -6.77741

Atoms 1-2, force components in eV/Å:
Cs 0.9 0.0 -1.1
C 0.0 0.0 0.1

These are the Mulliken partial charges, in e, on atoms 1 to 6: number 1, Cs, carries 1.367; number 2, C, carries -1.365; number 3, C, carries 1.123; number 4, C, carries -0.667; number 5, C, carries -0.537; number 6, C, carries -0.433

***

Below is a structure of composition C34H27InN2O2PS in a non-equilibrium geometry, with properties calculated with the ωB97M-V functional and the def2-TZVPD basis.

Summary:
charge: +1
HOMO-LUMO gap: 0.260 Ha
E_LUMO: -3.56 eV

Atoms and positions in Å:
In  13.98234  11.38151  7.27964
C  19.68657  13.96155  9.58867
C  19.66718  13.86239  8.16803
C  18.79228  13.01729  7.53544
C  18.10666  12.06296  8.27573
C  18.06721  12.19322  9.66191
C  18.80914  13.15492  10.32338
P  17.21168  10.82892  7.22972
C  18.15446  9.57612  6.41868
C  17.55219  8.38660  6.12856
C  18.22160  7.33534  5.55107
C  19.60965  7.51250  5.19095
C  20.21830  8.73394  5.45898
C  19.50982  9.75388  6.08340
C  16.37252  9.89921  8.53993
C  17.10012  9.03360  9.37892
C  16.32961  8.36980  10.36555
C  14.91776  8.58494  10.49048
C  14.24531  9.27377  9.54138
C  14.93730  9.99082  8.55604
H  20.34228  14.64955  10.12389
H  20.43669  14.36280  7.56882
H  18.66086  13.03833  6.41183
H  17.30580  11.62139  10.26378
H  18.61192  13.30914  11.40736
H  16.46935  8.41246  6.29670
H  17.67927  6.45567  5.34045
H  20.11393  6.74976  4.58815
H  21.28422  8.84239  5.26285
H  19.98784  10.65355  6.48374
H  18.18028  9.12960  9.46275
H  16.83288  7.65578  10.97355
H  14.39701  8.10822  11.29870
H  13.15115  9.34680  9.58256
C  7.55996  7.98236  10.36711
C  8.43784  8.94187  9.63403
C  9.08293  8.52959  8.46432
C  9.87066  9.39080  7.73816
C  10.04198  10.70997  8.23909
C  9.25346  11.18263  9.27211
C  8.49854  10.31555  10.00612
S  11.09907  11.84265  7.38440
O  10.38307  12.92626  6.75552
O  11.93857  10.90316  6.58065
N  12.24616  12.25353  8.56236
C  12.48947  13.59457  8.73541
C  11.69589  14.33913  9.65350
C  11.88408  15.71766  9.81103
C  12.92569  16.34050  9.10201
C  13.49704  15.73526  7.93955
C  14.28502  16.47452  7.01615
C  15.12629  15.77556  6.16363
C  15.11265  14.32320  6.26569
N  14.15309  13.64328  6.97689
C  13.38299  14.31177  7.89984
H  6.55061  7.79612  9.98364
H  7.43830  8.27006  11.40513
H  8.01994  6.99254  10.38046
H  8.94616  7.46253  8.11709
H  10.40918  9.03424  6.90672
H  9.25436  12.18721  9.61739
H  7.99606  10.63617  10.92268
H  10.97213  13.84892  10.26326
H  11.20894  16.26000  10.45651
H  13.37517  17.27461  9.51181
H  14.25678  17.56789  7.06126
H  15.90506  16.31648  5.57539
H  15.85377  13.73312  5.80164

Atoms 1-2, force components in eV/Å:
In -0.5 0.7 1.0
C -0.3 -0.5 -0.6

These are the Mulliken partial charges, in e, on atoms 1 to 6: number 1, In, carries 1.160; number 2, C, carries -0.416; number 3, C, carries -0.658; number 4, C, carries -0.398; number 5, C, carries 0.594; number 6, C, carries -0.173

***

Going through the records in order, we get E values of -6084.90418, -3566.19032, -2501.18861 a.u..